[1]
9
Properties=species:S:1:pos:R:3:forces:R:3:mulliken_charge:R:1 method="wB97M-V/def2-TZVPD" energy_ev=-42911.6225 multiplicity=3 gap_ev="6.77 / 8.63"
O 2.1483 -0.2118 -0.1068 0.6158 -0.8863 0.2607 -0.4230
Si -1.5956 0.7669 -0.9002 -1.9075 1.7391 0.1551 0.1528
Si 0.7484 -0.4316 0.7410 1.2863 -1.5584 -1.4745 0.4929
Cl 0.2880 -2.4449 1.0064 0.0127 -0.0110 -0.1374 -0.2388
Cl 1.0464 0.3026 2.5235 0.1254 1.0617 2.3203 -0.1687
H 2.9261 -0.7612 0.1600 -0.8451 0.6605 -0.3572 0.3113
H -0.7567 0.4566 -2.0869 -0.2612 -0.4426 0.1496 -0.0250
H -2.8824 0.0796 -0.4273 0.8738 -0.0660 -0.7071 -0.0309
H -1.9224 2.2437 -0.9096 0.0997 -0.4969 -0.2095 -0.0707

---

[2]
6
Properties=species:S:1:pos:R:3:forces:R:3:mulliken_charge:R:1 method="wB97M-V/def2-TZVPD" energy_ev=-30640.3047 gap_ev="8.93 / 8.42"
N -0.1952 0.4537 -1.9145 1.0739 -1.5576 -1.0838 0.3432
O -0.0596 0.6615 1.2638 -0.2008 -1.5088 1.1621 -0.3578
O 0.3889 -0.4148 -2.3460 -1.8833 3.1768 -0.1818 -0.0456
Cl -1.1944 1.3263 2.3170 -0.3067 0.6057 0.0304 -0.0152
Cl 1.0687 -1.8072 -1.0506 0.7897 -1.6031 1.3421 -0.2963
H -0.0085 -0.2195 1.7303 0.5273 0.8870 -1.2691 0.3718

---

[3]
5
Properties=species:S:1:pos:R:3:forces:R:3:mulliken_charge:R:1 method="wB97M-V/def2-TZVPD" energy_ev=-37381.5406 gap_ev="7.79 / 8.06"
N 1.3882 0.5842 -0.8356 -1.7635 0.3258 -1.0385 -0.3275
S -0.6043 0.3044 0.5103 0.4737 -0.9228 0.9354 0.2431
Cl -1.3870 -1.3430 1.6692 0.4894 1.1214 -0.7959 -0.1504
Cl -1.4416 0.0154 -1.2297 -0.7036 -0.2075 -0.6569 -0.0097
H 2.0447 0.4391 -0.1142 1.5040 -0.3169 1.5559 0.2445

---

[4]
8
Properties=species:S:1:pos:R:3:forces:R:3:mulliken_charge:R:1 method="wB97M-V/def2-TZVPD" energy_ev=-51325.5501 gap_ev=6.96
O 0.2527 -0.2125 -0.4956 0.6399 0.2852 -0.1179 -0.4162
P 1.3090 -0.9898 0.4156 -5.0953 1.5150 3.8128 0.7681
S 0.4900 -2.6138 1.1280 1.4310 1.2826 -0.2273 -0.3020
O 2.5867 -1.1121 -0.3433 4.4468 0.3749 -3.2574 -0.2516
Cl 3.2782 0.0144 -1.5808 -1.0404 -1.1949 1.4657 0.1553
O 1.4898 0.3303 1.6528 -0.6220 -2.9160 -1.1447 -0.3311
Cl 2.5199 1.5743 1.3260 0.4852 0.5199 -0.2752 0.0235
H -0.2236 0.3767 0.1060 -0.2452 0.1334 -0.2560 0.3540